Entry 1:
A 7-piece molecular cluster, C28H56O14 overall at a distorted geometry. Source: the OMol25 dataset; level of theory: ωB97M-V/def2-TZVPD.

Max |F|: 2.16 eV/A
Molar mass: 616.742 g/mol
Electronic energy: -58610.5525 eV
LUMO level: 0.55 eV
Total charge: 0
Gap between HOMO and LUMO: 10.3 eV

Last column: Löwdin charge in e.
CARTESIAN COORDINATES (ANGSTROEM)
1 C -0.446 -4.862 2.772  -0.044
2 C 0.830 -4.045 2.994  -0.244
3 O 0.760 -3.172 4.110  -0.039
4 C 0.304 -1.897 3.948  -0.535
5 C 0.106 -1.262 5.304  0.041
6 O 0.079 -1.419 2.882  0.120
7 H -0.533 -5.620 3.550  0.076
8 H -0.330 -5.351 1.807  0.070
9 H -1.317 -4.212 2.814  0.083
10 H 1.708 -4.680 3.103  0.116
11 H 1.041 -3.431 2.113  0.094
12 H 0.113 -2.026 6.072  0.086
13 H -0.844 -0.732 5.338  0.091
14 H 0.908 -0.533 5.404  0.071
15 C -3.781 2.212 -2.902  -0.063
16 C -4.067 1.655 -4.269  -0.238
17 O -3.172 0.610 -4.642  -0.011
18 C -3.244 0.177 -5.910  -0.541
19 C -2.238 -0.876 -6.211  0.026
20 O -4.162 0.447 -6.643  0.103
21 H -4.142 3.234 -2.805  0.075
22 H -2.699 2.233 -2.757  0.070
23 H -4.239 1.580 -2.141  0.081
24 H -5.086 1.268 -4.402  0.126
25 H -4.047 2.434 -5.043  0.126
26 H -2.000 -0.976 -7.266  0.093
27 H -2.648 -1.831 -5.870  0.084
28 H -1.297 -0.784 -5.668  0.066
29 C -2.072 -4.392 -4.009  -0.068
30 C -0.586 -4.248 -3.882  -0.227
31 O -0.268 -3.970 -2.502  -0.021
32 C 1.005 -3.628 -2.220  -0.554
33 C 1.282 -3.711 -0.748  0.035
34 O 1.826 -3.354 -3.051  0.114
35 H -2.570 -3.427 -3.911  0.070
36 H -2.473 -5.085 -3.272  0.081
37 H -2.248 -4.752 -5.025  0.084
38 H -0.027 -5.141 -4.162  0.130
39 H -0.235 -3.424 -4.508  0.115
40 H 1.663 -2.738 -0.438  0.084
41 H 2.083 -4.445 -0.628  0.097
42 H 0.458 -4.076 -0.146  0.070
43 C 5.307 -3.001 -1.208  -0.050
44 C 5.085 -1.823 -0.251  -0.191
45 O 4.883 -2.435 1.045  -0.007
46 C 4.215 -1.696 1.935  -0.532
47 C 3.904 -2.452 3.225  0.045
48 O 3.909 -0.539 1.805  0.087
49 H 5.568 -2.681 -2.218  0.084
50 H 4.330 -3.463 -1.378  0.056
51 H 6.004 -3.727 -0.801  0.075
52 H 5.940 -1.166 -0.063  0.128
53 H 4.311 -1.199 -0.704  0.111
54 H 3.697 -3.476 2.926  0.076
55 H 3.170 -1.965 3.848  0.074
56 H 4.902 -2.403 3.675  0.100
57 C -2.006 2.846 3.952  -0.067
58 C -0.674 3.347 4.448  -0.215
59 O 0.336 2.385 4.175  -0.018
60 C 1.612 2.610 4.421  -0.550
61 C 2.452 1.392 4.117  0.013
62 O 2.079 3.650 4.828  0.098
63 H -2.783 3.560 4.234  0.081
64 H -2.316 1.927 4.453  0.076
65 H -2.074 2.671 2.878  0.064
66 H -0.394 4.333 4.075  0.128
67 H -0.724 3.423 5.541  0.130
68 H 3.146 1.561 3.292  0.084
69 H 1.748 0.612 3.834  0.053
70 H 3.130 1.077 4.910  0.096
71 C -4.526 5.523 0.449  -0.068
72 C -3.228 4.719 0.335  -0.202
73 O -2.228 5.658 -0.037  -0.014
74 C -1.189 5.347 -0.813  -0.539
75 C -0.407 6.594 -1.129  0.020
76 O -1.015 4.278 -1.336  0.101
77 H -4.615 6.139 1.343  0.074
78 H -5.367 4.826 0.531  0.076
79 H -4.730 6.108 -0.447  0.079
80 H -3.003 4.286 1.309  0.108
81 H -3.420 3.953 -0.413  0.105
82 H -0.972 7.233 -1.807  0.092
83 H 0.544 6.369 -1.603  0.087
84 H -0.241 7.168 -0.217  0.086
85 C 0.995 1.676 0.586  -0.032
86 C 1.578 0.330 0.175  -0.211
87 O 0.659 -0.210 -0.796  -0.007
88 C 1.048 -0.070 -2.063  -0.556
89 C -0.085 -0.268 -3.045  0.038
90 O 2.173 0.122 -2.451  0.097
91 H 1.561 2.081 1.433  0.066
92 H -0.003 1.545 1.003  0.081
93 H 1.017 2.413 -0.215  0.077
94 H 2.594 0.344 -0.205  0.098
95 H 1.617 -0.327 1.041  0.089
96 H -0.319 -1.333 -3.034  0.073
97 H 0.289 -0.031 -4.036  0.087
98 H -0.878 0.407 -2.733  0.081


Entry 2:
C28H56O15 as an isolated structure at a distorted geometry. Source: the OMol25 dataset; level of theory: ωB97M-V/def2-TZVPD.

Max |F|: 9.74 eV/A
Molar mass: 632.741 g/mol
Electronic energy: -60637.5050 eV
LUMO level: 0.52 eV
Total charge: 0
Gap between HOMO and LUMO: 9.2 eV

Last column: Löwdin charge in e.
CARTESIAN COORDINATES (ANGSTROEM)
1 C -1.796 -0.663 0.111  -0.137
2 C -0.377 -0.357 0.113  -0.139
3 O -0.134 0.603 1.239  0.054
4 C 1.071 1.014 1.575  -0.594
5 O 2.004 1.157 0.790  0.058
6 O 1.039 1.375 2.807  0.051
7 C 2.236 1.606 3.576  0.001
8 H -2.156 -1.153 1.016  0.121
9 H -1.967 -1.346 -0.721  -0.024
10 H -2.389 0.203 -0.181  0.009
11 H -0.217 0.149 -0.839  0.145
12 H 0.267 -1.222 0.269  0.099
13 H 2.023 1.876 4.611  0.108
14 H 2.946 2.270 3.083  0.051
15 H 2.826 0.691 3.629  0.116
16 C -0.048 -3.030 -1.200  -0.154
17 C -0.428 -2.598 -2.667  -0.190
18 O 0.541 -3.209 -3.478  0.048
19 C 0.221 -3.435 -4.780  -0.507
20 O -0.937 -3.263 -5.295  0.058
21 O 1.334 -3.788 -5.364  -0.001
22 C 1.509 -3.836 -6.781  -0.015
23 H -0.940 -3.572 -0.885  0.101
24 H 0.134 -2.282 -0.429  0.040
25 H 0.853 -3.640 -1.152  0.106
26 H -0.438 -1.508 -2.684  0.111
27 H -1.451 -2.930 -2.843  0.073
28 H 1.243 -2.927 -7.322  0.104
29 H 0.902 -4.689 -7.083  0.096
30 H 2.548 -4.153 -6.873  0.097
31 C -0.056 -3.985 0.506  -0.166
32 C 0.463 -4.242 1.970  -0.112
33 O -0.640 -3.953 2.860  0.027
34 C -0.956 -2.734 3.261  -0.558
35 O -0.423 -1.727 2.787  0.105
36 O -1.898 -2.849 4.208  -0.006
37 C -2.515 -1.684 4.770  -0.020
38 H 0.694 -4.297 -0.221  0.085
39 H -0.548 -3.017 0.411  0.055
40 H -0.877 -4.686 0.349  0.120
41 H 1.324 -3.642 2.263  0.119
42 H 0.862 -5.244 2.126  0.117
43 H -2.513 -0.828 4.095  0.101
44 H -1.886 -1.525 5.646  0.093
45 H -3.436 -2.002 5.261  0.094
46 C -7.325 3.765 -3.321  -0.045
47 C -6.361 4.293 -2.167  -0.215
48 O -5.503 3.218 -2.080  -0.014
49 C -5.145 2.636 -0.890  -0.528
50 O -5.826 2.488 0.060  0.182
51 O -3.853 2.228 -0.998  -0.075
52 C -3.264 1.619 0.103  -0.068
53 H -8.126 4.486 -3.482  0.065
54 H -7.688 2.800 -2.966  0.076
55 H -6.775 3.633 -4.253  0.071
56 H -6.916 4.625 -1.290  0.126
57 H -5.725 5.083 -2.565  0.119
58 H -2.286 1.275 -0.234  0.078
59 H -3.762 0.757 0.546  0.125
60 H -3.080 2.419 0.820  0.131
61 C 5.360 0.925 -1.523  -0.183
62 C 4.281 0.468 -0.545  -0.166
63 C 2.987 0.748 -1.240  -0.217
64 O 3.370 0.935 -2.637  -0.171
65 C 4.707 1.552 -2.726  -0.176
66 H 5.915 0.055 -1.874  0.105
67 H 6.065 1.582 -1.015  0.107
68 H 4.370 0.893 0.454  0.102
69 H 4.446 -0.602 -0.417  0.110
70 H 2.437 1.655 -0.989  0.113
71 H 2.302 -0.099 -1.209  0.108
72 H 4.541 2.629 -2.680  0.106
73 H 5.312 1.447 -3.626  0.110
74 C 5.663 3.600 6.278  -0.176
75 C 4.372 3.742 5.543  -0.173
76 C 4.638 3.280 4.130  -0.213
77 O 5.442 2.147 4.389  -0.128
78 C 6.305 2.412 5.531  -0.175
79 H 5.502 3.320 7.319  0.110
80 H 6.380 4.419 6.215  0.113
81 H 4.193 4.812 5.643  0.113
82 H 3.533 3.199 5.979  0.114
83 H 4.984 4.008 3.396  0.130
84 H 3.833 2.773 3.598  0.035
85 H 7.335 2.576 5.212  0.109
86 H 6.409 1.669 6.322  0.108
87 C -2.534 -1.641 -2.132  -0.256
88 C -2.474 -0.467 -3.055  -0.097
89 C -3.627 0.407 -2.602  -0.149
90 O -4.083 -0.140 -1.361  -0.176
91 C -3.817 -1.552 -1.317  -0.110
92 H -1.656 -1.648 -1.487  0.029
93 H -2.600 -2.561 -2.712  0.120
94 H -2.616 -0.695 -4.112  0.134
95 H -1.538 0.073 -2.918  0.120
96 H -4.413 0.370 -3.357  0.131
97 H -3.376 1.452 -2.421  0.115
98 H -4.707 -2.125 -1.576  0.134
99 H -3.619 -1.874 -0.295  0.123


Which of these has the highest max |F|?
C28H56O15


Which value of electronic energy does entry 1 give?
-58610.5525 eV


Which of these has the highest electronic energy?
C28H56O14